No. 1
The following is a quantum chemistry calculation of 2 unconnected molecules or ions with the total composition C8H22N6 at a distorted geometry, from the Open Molecules 2025 dataset.

XYZ file:
```
36
Properties=species:S:1:pos:R:3
H -0.909 2.467 0.081
C -1.145 1.699 3.130
H 2.624 -2.006 2.893
C 0.631 1.466 -1.041
H -2.078 1.344 3.563
H -0.322 3.386 -1.301
H 3.308 -0.468 -1.090
H -6.860 -5.931 -5.370
H -0.794 2.539 3.727
N 2.290 -1.063 2.770
H 2.944 -0.334 3.015
C -0.358 0.659 -1.879
H -0.705 1.260 -2.715
H 0.666 3.276 0.160
H 0.101 -0.246 -2.269
N 0.122 0.065 4.347
H 0.805 -0.670 4.459
N 2.962 -0.771 -0.193
H 2.631 2.349 -1.269
C -0.129 0.603 3.157
H 0.816 -1.715 1.507
H -6.141 -5.106 -6.681
C -0.022 2.736 -0.485
C 1.377 -0.795 1.742
H -1.223 0.378 -1.283
C 1.865 1.892 -1.889
N 1.124 0.691 0.016
H 1.520 2.627 -2.612
H -0.353 0.405 5.169
H -5.480 -6.583 -6.136
C 1.886 -0.251 0.375
N -6.040 -5.771 -5.932
H 3.492 -1.483 0.286
H -1.328 2.036 2.117
H 2.274 1.041 -2.427
N 0.447 0.273 2.059
```

Computed properties:
HOMO-LUMO gap (alpha / beta) ... 7.5163 / 1.8687 eV
<S²> ... 2.013
DFT total energy ... -17574.904 eV
Net charge ... +2
Multiplicity ... 3

---

No. 2
The following is a quantum chemistry calculation of C17H30N2 in the gas phase, from the Open Molecules 2025 dataset.

XYZ file:
```
49
Properties=species:S:1:pos:R:3
H 4.590 -0.929 1.352
H 0.946 3.832 -0.099
H -4.136 -1.636 0.150
H -3.112 -0.768 1.290
C 2.830 -1.560 -0.521
H 3.847 -1.491 -0.880
H 0.024 2.568 0.710
H -0.335 -2.938 -2.345
C -2.842 -0.199 -0.769
H -1.654 1.458 -2.518
H 1.416 0.844 -0.407
C -3.725 -0.654 0.393
C 3.666 -0.343 1.411
C -4.880 0.299 0.695
N -0.544 -2.612 -1.403
H -5.465 0.454 -0.215
H -0.349 0.593 -1.723
H -1.439 0.860 0.460
H 3.071 3.020 0.939
H 2.335 2.105 -1.226
H -0.653 -1.751 1.027
N 2.616 -1.061 0.731
C -2.017 1.046 -0.448
H -2.677 1.896 -0.260
H -6.212 -1.204 1.492
H 0.227 2.953 -2.308
C 0.480 -2.177 -0.769
C 1.779 1.865 -0.316
H 2.152 1.798 1.806
C -5.788 -0.247 1.791
H 3.391 -0.248 2.464
C 2.713 1.989 0.889
C 0.582 2.805 -0.198
H 2.065 -2.495 -2.243
H 4.752 1.486 1.386
H -2.163 -1.015 -1.030
C -0.353 2.736 -1.406
H -1.105 3.523 -1.305
C -1.072 1.399 -1.595
C 1.357 -1.150 1.259
H -3.472 0.001 -1.639
H 4.245 0.954 -0.216
H -4.488 1.269 1.008
H -6.605 0.442 1.994
C 1.847 -2.105 -1.259
H 1.245 -0.768 2.263
H -5.227 -0.396 2.712
C 0.325 -1.683 0.582
C 3.924 1.052 0.823
```

Computed properties:
Relative energy (zero: lowest compared OMol25 entry of this formula, charge and spin) ... 75.0 kJ/mol
HOMO-LUMO gap ... 8.4385 eV
DFT total energy ... -21096.133 eV
SMILES string ... CCCCCCCCCCCCn1ccc(=N)cc1
Net charge ... 0
Multiplicity ... 1

---

No. 3
The following is a quantum chemistry calculation of a molecular structure, C18H27ClN2O4ReS at a distorted geometry, from the Open Molecules 2025 dataset.

XYZ file:
```
54
Properties=species:S:1:pos:R:3
O 1.012 -1.600 2.768
O 3.112 -0.664 4.189
C 2.018 3.217 1.792
C -2.290 -2.637 1.654
C 1.892 1.808 1.870
H -4.002 0.183 0.689
H -0.558 1.385 -0.394
C -2.405 -1.187 1.226
H -0.237 -1.224 -4.641
H 1.776 5.803 -0.107
Cl 1.231 -3.614 0.548
H -2.851 -3.291 0.978
H 2.283 -2.217 -3.509
H 2.056 5.773 1.609
H 2.276 0.049 -1.379
C -0.443 -0.941 -0.435
H 2.788 3.781 2.351
H -2.366 -0.355 3.174
N -0.397 -1.019 -1.817
H 0.671 -2.953 -3.302
H -4.461 -1.524 0.484
H 2.437 0.402 -3.060
H 2.635 1.262 2.431
N -1.782 -1.127 -0.131
H -1.963 0.841 1.898
H -2.647 -2.800 2.674
C 1.185 3.945 0.945
C 1.401 -2.264 -2.852
O 3.137 -3.090 3.425
C -1.619 -1.372 -2.300
H -4.358 -0.802 2.095
C 0.194 3.264 0.234
S 2.981 -1.662 3.121
H -1.807 -1.530 -3.338
H 0.420 5.948 0.982
Re 1.162 -1.195 0.975
C -3.885 -0.824 1.101
C 1.367 5.427 0.837
C 0.900 1.094 1.189
H 1.694 -2.698 -1.888
H -1.258 -2.984 1.640
C 0.765 -0.886 -2.714
C 0.110 1.861 0.318
H 1.273 -0.336 -4.700
C -2.484 -1.428 -1.264
H 1.137 1.158 -2.142
H -0.177 0.484 -4.127
H -0.475 3.848 -0.409
C 0.354 -0.472 -4.111
O 2.663 -0.808 0.207
H -3.525 -1.697 -1.286
C 1.685 0.223 -2.278
H -0.800 -0.359 2.545
C -1.827 -0.197 2.235
```

Computed properties:
HOMO-LUMO gap (alpha / beta) ... 2.1276 / 7.5654 eV
<S²> ... 3.763
DFT total energy ... -55760.554 eV
Net charge ... -2
Multiplicity ... 4

---

No. 4
The following is a quantum chemistry calculation of a molecular structure, C24H31ClN3S2SbW at a distorted geometry, from the Open Molecules 2025 dataset.

XYZ file:
```
63
Properties=species:S:1:pos:R:3
H 1.600 5.099 -2.330
C -3.344 -1.801 -0.616
C -0.738 2.964 -3.184
C 2.648 2.367 -4.040
H 2.047 -4.225 0.704
H 2.652 -3.700 4.916
H 2.821 3.233 0.698
H -5.130 -2.689 0.115
C -2.601 0.204 0.539
C 2.225 -3.364 3.982
C 0.943 -1.809 2.749
H 3.291 -0.315 -3.484
H -0.664 -2.438 0.443
C -4.410 -1.893 0.251
H 2.715 3.433 -3.815
H 3.577 2.077 -4.533
C 1.464 -2.203 3.961
C 0.360 -2.057 0.333
H -3.796 0.807 2.212
N 6.225 2.123 -0.167
H -2.485 2.935 -1.889
H -0.104 3.706 -3.673
Sb 0.672 2.171 -1.665
H 3.039 4.428 -1.539
H -2.585 4.044 -3.250
C 2.361 0.049 -3.042
Cl 0.016 -0.319 2.603
C 1.176 3.980 -0.508
N 1.969 0.299 0.496
C 1.105 -2.504 1.561
H -0.324 1.270 -4.504
C -1.159 1.895 -4.184
H 1.220 2.908 1.401
C -1.909 3.640 -2.492
C -3.676 0.072 1.427
C 1.890 -3.650 1.609
H 2.183 -0.533 -2.135
C 1.812 3.626 0.831
C 2.472 1.549 -2.768
H -1.590 4.472 -1.863
H 1.557 -0.167 -3.750
S -1.556 1.625 0.683
S -1.215 -0.532 -1.773
C 2.058 4.875 -1.364
W 0.103 0.100 0.058
H 0.772 -2.559 -0.544
C 3.148 0.584 0.527
H 3.054 -4.966 2.831
C -4.579 -0.957 1.275
C -2.436 -0.740 -0.505
H -1.567 2.382 -5.072
H -3.222 -2.520 -1.415
H 1.297 -1.628 4.862
H 0.211 4.463 -0.341
N 4.316 0.800 0.667
H 1.829 2.210 -4.742
C 5.338 1.501 0.222
H 2.211 5.827 -0.852
C 2.446 -4.073 2.809
H -1.938 1.255 -3.775
H 3.311 1.755 -2.097
H 1.897 4.529 1.439
H -5.422 -1.027 1.949
```

Computed properties:
Relative energy (zero: lowest compared OMol25 entry of this formula, charge and spin) ... 73.6 kJ/mol
HOMO-LUMO gap ... 6.2146 eV
DFT total energy ... -72400.244 eV
Net charge ... +2
Multiplicity ... 1

---

No. 5
The following is a quantum chemistry calculation of 8 unconnected molecules or ions with the total composition C27H40BrNO22P2S3 at a distorted geometry, from the Open Molecules 2025 dataset.

XYZ file:
```
96
Properties=species:S:1:pos:R:3
H 7.226 -2.407 -2.068
S 8.385 5.011 -1.678
C 3.196 0.944 4.328
H -9.562 3.035 1.813
O 2.617 1.954 3.964
C 4.364 -0.958 4.246
H 6.564 -4.039 -0.449
C -1.830 2.928 -0.663
C -3.520 -1.408 2.173
H 4.210 6.315 -2.344
H 5.064 0.570 -1.078
H 8.667 -1.932 -1.136
H 3.197 -1.248 6.044
H 2.660 -6.143 -0.537
P 5.074 3.974 -2.001
O -3.219 2.667 -0.725
O -12.023 -1.553 -0.227
H -10.579 -4.413 -0.076
H 5.404 -0.719 4.000
C -12.081 -1.932 1.083
H -1.525 3.170 0.358
C -8.105 1.167 0.352
C 4.052 5.291 -2.931
O 5.326 -7.061 -2.066
C -9.083 2.103 2.129
O -12.494 -1.225 1.988
C -3.663 3.157 -1.919
H -11.684 -2.703 -1.918
C 4.025 -0.640 5.666
N 4.096 2.605 -2.593
H -3.512 0.650 0.298
C 3.237 -0.603 -0.321
O -7.857 1.961 1.434
H -9.664 0.031 2.359
O 7.292 -2.909 1.099
H 4.883 -0.754 6.334
O -11.618 -3.205 1.250
O 1.702 4.434 -2.012
P 6.502 5.560 -1.377
H -8.914 2.137 3.208
O -4.058 -0.155 2.102
H -10.242 -2.227 -0.985
Br 1.432 5.724 -4.596
C 4.093 -7.450 -1.492
H 4.478 5.385 -4.017
S 3.563 2.173 0.160
O -4.775 2.954 -2.376
O -3.637 -2.063 0.981
H -10.932 1.080 1.676
H 4.171 -2.005 3.996
C 6.828 -1.636 0.933
H -1.287 2.037 -0.995
H 6.343 5.872 0.048
C -4.345 0.093 0.739
H -4.164 -1.325 -0.882
O -7.314 0.974 -0.557
H 4.284 -7.898 -0.511
H 2.227 -0.210 0.181
H 5.126 0.199 0.804
H -12.345 -4.334 -0.299
O 6.528 -5.117 -1.978
H 5.703 3.569 0.409
S 5.761 1.379 -4.908
C 4.684 3.640 -0.162
O 3.611 0.712 5.607
H 6.243 3.300 -2.585
H -0.681 4.073 -2.093
O 4.361 -5.197 -1.248
C 7.458 -3.459 -0.194
O 6.886 -1.257 -0.377
C -9.855 0.893 1.712
O 3.512 -0.101 3.509
H 3.517 -1.648 0.147
H 2.769 -5.943 -2.304
O -3.002 -1.879 3.172
C -11.286 -2.549 -0.911
H -5.261 0.682 0.636
H 8.330 -4.118 -0.226
H -5.506 -1.664 0.239
C 7.623 -2.253 -1.061
C 4.656 2.048 -3.750
H 4.099 4.600 0.239
H -1.792 5.048 -1.098
O 6.415 -0.930 1.837
H 6.324 6.791 -2.107
C 3.338 -6.164 -1.394
H 2.998 -0.666 -1.479
H 3.585 -8.184 -2.124
O -9.351 0.615 0.419
C -1.656 4.082 -1.597
C -11.451 -3.754 -0.043
C 2.434 5.027 -2.961
C -4.484 -1.279 0.162
O -2.699 3.901 -2.536
C 5.496 -5.736 -1.781
C 4.439 0.536 -0.090
```

Computed properties:
HOMO-LUMO gap ... 7.2623 eV
DFT total energy ... -196302.058 eV
SMILES string ... CCSC[PH](CC(=O)Br)(N=C=S)[PH2]=S.O=C1OCCO1.O=C1OCCO1.O=C1OCCO1.O=C1OCCO1.O=C1OCCO1.O=C1OCCO1.O=C1OCCO1
Net charge ... 0
Multiplicity ... 1

---

No. 6
The following is a quantum chemistry calculation of a molecular structure, C23H24BrN2S5SbSe4SiTc at a distorted geometry, from the Open Molecules 2025 dataset.

XYZ file:
```
62
Properties=species:S:1:pos:R:3
H -2.425 -3.042 -0.953
C -1.664 -4.688 1.866
C -0.123 -1.442 2.753
H 2.094 1.327 -1.964
H -5.272 -0.717 1.449
S 7.571 -1.455 -2.669
H -3.703 -1.469 1.116
N -2.543 0.691 0.319
C -1.311 -2.161 0.647
H -1.020 3.515 -4.122
Se 1.392 -1.317 -0.870
H 5.284 3.087 -0.526
Br 0.115 0.337 2.068
Tc -0.610 -0.373 -0.297
C -1.329 2.750 -3.408
Se -0.294 -4.809 -2.878
C 1.459 1.758 -2.732
H -1.408 1.808 -3.952
C -2.065 1.827 -0.239
C -2.164 -4.447 0.622
C -2.793 3.014 -0.225
C 4.686 0.305 -0.170
H -3.967 -0.590 2.627
C 4.286 -0.987 -0.119
H -2.397 3.907 -0.685
H 1.071 3.845 -0.204
H 4.344 3.863 0.764
C -0.981 -3.674 2.576
S 3.798 1.582 0.630
S 2.858 -1.470 0.744
C 0.497 4.132 -1.087
H -2.323 3.010 -3.040
C -4.194 -0.608 1.559
H -0.606 -4.911 4.293
H 0.635 -3.169 5.535
H 5.759 2.869 1.188
C -0.811 -2.394 1.971
C -1.997 -3.181 0.031
Si -0.064 2.597 -2.022
Sb 0.248 -2.535 -3.288
C -3.730 0.665 0.924
H -2.676 -5.215 0.060
C 0.381 -1.690 3.997
C 6.369 -1.034 -1.665
C 0.220 -2.967 4.558
Se 1.378 -1.541 -5.122
Se -1.499 -0.970 -2.323
C -4.506 1.819 0.963
C 4.929 2.986 0.496
H -1.775 -5.657 2.335
H 0.900 -0.910 4.537
N -0.854 1.551 -0.798
H -4.643 3.882 0.397
H 1.145 4.723 -1.738
H 1.221 0.990 -3.470
S 6.111 0.617 -1.121
H -5.477 1.789 1.437
S 5.226 -2.167 -1.006
C -4.035 2.987 0.382
H -0.321 4.775 -0.763
C -0.456 -3.928 3.863
H 2.060 2.512 -3.250
```

Computed properties:
Relative energy (zero: lowest compared OMol25 entry of this formula, charge and spin) ... 155.5 kJ/mol
HOMO-LUMO gap (alpha / beta) ... 4.7759 / 4.7765 eV
DFT total energy ... -429433.872 eV
Net charge ... +1
Multiplicity ... 1

---

No. 7
The following is a quantum chemistry calculation of 2 unconnected molecules or ions with the total composition C3H2N2O3 at a distorted geometry, from the Open Molecules 2025 dataset.

XYZ file:
```
10
Properties=species:S:1:pos:R:3
C 1.594 -0.559 -0.268
N 1.728 0.598 0.528
N 0.642 -1.496 -0.421
C 0.684 1.395 0.192
H 2.581 -0.987 -0.790
O -0.444 1.037 -0.525
O -2.428 0.007 0.034
C -1.163 -0.044 -0.032
O -0.427 -1.078 0.596
H 0.532 2.791 -0.150
```

Computed properties:
Relative energy (zero: lowest compared OMol25 entry of this formula, charge and spin) ... 649.8 kJ/mol
HOMO-LUMO gap ... 10.2509 eV
DFT total energy ... -12260.247 eV
Net charge ... 0
Multiplicity ... 1

---

No. 8
The following is a quantum chemistry calculation of 2 unconnected molecules or ions with the total composition C3H12NOS2 at a distorted geometry, from the Open Molecules 2025 dataset.

XYZ file:
```
19
Properties=species:S:1:pos:R:3
C -0.838 -0.226 1.631
H 0.011 -1.251 -3.726
H 1.195 -1.009 0.871
H 1.099 0.316 2.203
H -1.224 -1.272 1.397
N 0.646 -0.094 1.336
H -2.346 1.226 1.479
O 2.977 1.277 0.587
H -0.874 1.717 0.641
C -1.498 0.864 0.764
H 3.700 1.580 1.047
H -0.524 -2.376 -2.393
H -1.063 0.162 2.711
H -1.767 -1.592 -3.202
S -2.209 0.150 -0.684
C -0.677 -1.373 -2.830
H 3.126 1.258 -0.419
S -0.534 0.161 -1.905
H 0.801 0.482 0.492
```

Computed properties:
Relative energy (zero: lowest compared OMol25 entry of this formula, charge and spin) ... 206.9 kJ/mol
HOMO-LUMO gap ... 8.4080 eV
DFT total energy ... -28505.812 eV
Net charge ... +1
Multiplicity ... 1